ORCA calculation (ωB97M-V/def2-TZVPD) on a single C4H5FOS molecule.

Summary:
Energy: -19827.5410 eV
Relative energy (zero: lowest compared OMol25 entry of this formula, charge and spin): 24.1 kcal/mol
Orbital gap: 0.37052 Eh
SMILES string: O=CS[C@@H]1C[C@@H]1F

Cartesian coordinates (Å):
O -1.931 0.996 1.039
C -2.174 0.325 0.083
S -1.299 -1.109 -0.489
C 0.503 -0.947 -0.246
C 1.084 -0.019 0.826
C 1.111 0.333 -0.647
F 0.284 1.338 -1.091
H -3.050 0.430 -0.580
H 1.018 -1.865 -0.499
H 2.010 -0.340 1.324
H 0.374 0.508 1.464
H 2.071 0.350 -1.185

---

ORCA calculation (ωB97M-V/def2-TZVPD) on a single C4H5FOS molecule.

Summary:
Energy: -19826.5883 eV
Relative energy (zero: lowest compared OMol25 entry of this formula, charge and spin): 46.1 kcal/mol
Orbital gap: 0.30141 Eh
SMILES string: CO/C(C=S)=C/F

Cartesian coordinates (Å):
C -1.841 -0.299 -0.098
O -0.563 -0.883 -0.145
C 0.479 -0.109 0.050
C 1.747 -0.889 0.275
S 3.205 -0.523 -0.223
C 0.497 1.210 -0.150
F 1.570 1.996 0.130
H -1.903 0.526 -0.767
H -2.089 -0.068 0.987
H -2.497 -1.125 -0.455
H 1.625 -1.657 1.048
H -0.232 1.823 -0.649

---

ORCA calculation (ωB97M-V/def2-TZVPD) on a single C4H5FOS molecule.

Summary:
Energy: -19826.0076 eV
Relative energy (zero: lowest compared OMol25 entry of this formula, charge and spin): 59.5 kcal/mol
Orbital gap: 0.29263 Eh
SMILES string: CO/C(C=S)=C/F

Cartesian coordinates (Å):
C 1.431 -0.749 1.025
O 0.245 0.010 1.081
C -0.561 0.236 -0.160
C -1.823 0.966 0.129
S -2.871 1.747 -0.803
C 0.003 -0.024 -1.365
F -0.642 0.291 -2.495
H 2.169 -0.458 0.088
H 1.116 -1.831 0.814
H 1.948 -0.677 2.087
H -1.901 1.175 1.258
H 0.887 -0.686 -1.659